Entry 1:
# C18H19N3O4S

A structure of composition C18H19N3O4S in a non-equilibrium geometry (ωB97M-V with the def2-TZVPD basis set, the OMol25 dataset).

The calculation puts the electronic energy at -42454.772 eV. The gap between HOMO and LUMO comes out at 7.96 eV. Its energy above the lowest of the compared OMol25 structures with the same formula, charge and spin is 405.6 kcal/mol.

XYZ file:
```
45
C18H19N3O4S ωB97M-V with the def2-TZVPD basis set
S -2.35 0.06 -0.82
O 3.11 0.77 0.32
O -0.13 -3.95 -3.04
O 2.14 0.82 -2.76
O -1.18 3.20 4.50
N 1.22 -0.11 1.11
N 0.14 0.74 -1.71
N 0.03 -1.36 -1.39
C -0.49 -4.38 -4.26
C -0.99 -3.37 -2.38
C 1.34 0.27 -2.27
C 2.03 -0.10 0.26
C -2.02 -3.19 -3.21
C -1.88 -3.84 -4.39
C -0.63 4.38 5.06
C -0.62 2.44 3.73
C 0.66 2.86 3.20
C 0.54 0.58 2.21
C 1.24 1.97 2.28
C -0.63 -2.72 -0.94
C -1.44 1.34 3.37
C 1.25 -1.21 -1.70
C -0.70 0.37 2.66
C -0.35 2.34 -2.22
C -0.70 -0.29 -1.23
C 2.32 -1.18 -0.77
H 0.50 2.70 -2.63
H 0.04 -4.91 -4.86
H 0.55 -1.28 1.06
H -0.82 2.52 -1.04
H -1.45 -2.75 -0.33
H -2.22 1.10 3.97
H -0.51 5.05 4.07
H -2.29 -4.13 -5.22
H -1.34 2.11 -2.72
H -1.47 4.93 5.83
H -1.00 -0.60 2.54
H 2.41 2.15 1.93
H 1.64 -1.83 -2.49
H -3.08 -2.66 -3.00
H 1.14 3.63 3.44
H 0.35 4.45 5.58
H 3.35 -1.24 -1.05
H 0.13 -3.31 -0.53
H 2.16 -2.34 -0.17
```

Entry 2:
# C18H19N5O2S

An isolated molecule of C18H19N5O2S in a non-equilibrium geometry (ωB97M-V with the def2-TZVPD basis set, the OMol25 dataset).

The calculation puts the electronic energy at -41354.124 eV. The gap between HOMO and LUMO comes out at 8.14 eV. Its energy above the lowest of the compared OMol25 structures with the same formula, charge and spin is 26.1 kcal/mol. As for the structure (SMILES): CCn1c(SCC(=O)N/N=C/c2ccc(C)o2)nnc1-c1ccccc1.

XYZ file:
```
45
C18H19N5O2S ωB97M-V with the def2-TZVPD basis set
S 0.59 3.28 0.31
O -2.95 3.48 -0.11
O -4.84 -1.46 -0.13
N 0.72 0.96 -1.11
N 1.52 -0.11 -1.21
N 2.35 1.18 0.36
N -2.98 0.57 -0.53
N -2.01 1.49 -0.76
C -0.71 3.49 -0.95
C 2.49 0.00 -0.34
C 5.55 -2.91 -0.02
C 3.55 -0.99 -0.19
C 1.23 1.74 -0.18
C 3.24 1.81 1.30
C 4.05 -1.58 -1.35
C 5.03 -2.34 1.13
C 4.58 2.15 0.66
C -5.94 -2.17 0.16
C -4.14 0.87 -0.10
C 4.03 -1.38 1.05
C -6.94 -1.34 0.59
C -5.90 -3.65 -0.03
C 5.05 -2.53 -1.26
C -6.41 -0.04 0.57
C -2.02 2.83 -0.55
C -5.12 -0.16 0.12
H -7.93 -1.64 0.89
H -0.86 4.57 -1.01
H -4.48 1.88 0.13
H -0.32 3.10 -1.89
H -5.66 -3.89 -1.07
H -6.86 -4.08 0.23
H 4.43 2.81 -0.19
H -1.14 1.06 -1.09
H 2.74 2.72 1.65
H 5.44 -2.99 -2.16
H 6.33 -3.65 0.05
H 5.40 -2.64 2.10
H -6.91 0.87 0.84
H 3.61 -0.98 1.96
H 5.08 1.25 0.32
H 3.38 1.15 2.16
H 3.65 -1.29 -2.30
H 5.21 2.65 1.38
H -5.13 -4.08 0.60
```

Entry 3:
# C18H19NO6

An isolated molecule of C18H19NO6 in a non-equilibrium geometry (ωB97M-V with the def2-TZVPD basis set, the OMol25 dataset).

The calculation puts the electronic energy at -32749.140 eV. The gap between HOMO and LUMO comes out at 8.76 eV. Its energy above the lowest of the compared OMol25 structures with the same formula, charge and spin is 36.4 kcal/mol. As for the structure (SMILES): CC(C)[C@H](OC(=O)c1ccco1)C(=O)NCc1ccc2c(c1)OCO2.

XYZ file:
```
44
C18H19NO6 ωB97M-V with the def2-TZVPD basis set
O -0.17 1.84 -0.19
O -2.20 -4.04 0.23
O -0.35 -3.60 1.53
O 0.54 0.45 1.45
O 3.17 1.00 -0.37
O -2.47 0.48 -0.43
N 1.46 0.45 -1.75
C -2.22 -0.70 1.45
C -1.40 -2.85 -1.78
C 0.87 -2.30 -0.18
C -3.56 -0.27 -0.26
C -3.47 -1.02 0.88
C -1.60 -4.25 1.49
C -0.18 -3.03 0.29
C 1.15 2.37 -0.36
C -0.32 0.83 0.69
C -1.30 -3.30 -0.49
C 2.06 1.21 -0.79
C -0.33 -2.10 -2.27
C 0.79 -1.83 -1.50
C 1.86 -0.91 -2.03
C 0.61 4.03 1.46
C 2.91 3.94 0.46
C -1.64 0.22 0.61
C 1.69 3.13 0.87
H -0.24 3.46 1.80
H 1.02 4.58 2.30
H -4.33 -0.19 -1.00
H -0.37 -1.73 -3.28
H 3.68 3.29 0.05
H -2.25 -3.85 2.28
H -1.78 -1.09 2.35
H -2.27 -3.05 -2.39
H 2.65 4.68 -0.29
H 0.51 0.68 -2.00
H 1.04 3.07 -1.20
H 1.99 2.38 1.61
H -1.46 -5.33 1.66
H -4.20 -1.70 1.26
H 3.32 4.46 1.32
H 1.98 -1.04 -3.11
H 0.27 4.75 0.71
H 2.82 -1.08 -1.53
H 1.72 -2.07 0.44
```

Entry 4:
# C18H20AsF5N4PdS

A structure of composition C18H20AsF5N4PdS in a non-equilibrium geometry (ωB97M-V with the def2-TZVPD basis set, the OMol25 dataset).

The total charge is -2. The calculation puts the electronic energy at -113689.306 eV. The gap between HOMO and LUMO (spin up / spin down) comes out at 3.19 / 3.14 eV.

XYZ file:
```
50
C18H20AsF5N4PdS ωB97M-V with the def2-TZVPD basis set
Pd 10.86 -9.51 -1.40
As 12.17 -8.79 0.67
S 10.73 -7.29 -2.34
F 9.41 -7.32 0.64
F 7.48 -8.17 1.03
F 7.94 -7.31 -0.89
F 8.88 -10.18 0.79
F 7.91 -9.86 -1.22
N 12.45 -6.61 -4.15
N 11.10 -11.54 -1.49
N 12.27 -9.80 -2.81
N 12.62 -8.86 -3.63
C 12.86 -11.05 -3.02
C 14.17 -11.30 -3.58
C 15.08 -12.11 -2.92
C 14.01 -9.33 0.46
C 10.23 -12.38 -0.86
C 8.93 -9.46 -0.41
C 8.44 -8.08 0.07
C 12.37 -6.85 0.97
C 11.36 -9.32 2.41
C 14.52 -10.75 -4.85
C 12.22 -13.42 -2.43
C 16.81 -11.46 -4.52
C 12.01 -7.64 -3.45
C 12.04 -12.04 -2.31
C 15.88 -10.75 -5.25
C 16.41 -12.19 -3.40
C 11.37 -14.30 -1.78
C 10.41 -13.75 -0.93
H 13.45 -6.57 1.04
H 12.18 -5.68 -3.80
H 13.00 -13.84 -3.06
H 14.05 -10.24 -0.09
H 11.46 -15.37 -1.90
H 9.77 -14.32 -0.30
H 11.83 -6.60 1.88
H 17.19 -12.69 -2.81
H 14.82 -12.45 -1.90
H 11.89 -6.30 0.11
H 11.44 -10.42 2.43
H 14.32 -9.46 1.49
H 17.87 -11.45 -4.79
H 14.65 -8.60 -0.04
H 16.25 -10.20 -6.12
H 11.96 -8.88 3.26
H 10.36 -8.97 2.50
H 13.76 -10.24 -5.38
H 13.39 -6.65 -4.52
H 9.36 -12.02 -0.30
```

Entry 5:
# C18H20BF2FeN4O2S

A structure of composition C18H20BF2FeN4O2S (ωB97M-V with the def2-TZVPD basis set, the OMol25 dataset).

The calculation puts the electronic energy at -80384.354 eV. The gap between HOMO and LUMO (spin up / spin down) comes out at 6.06 / 6.64 eV. Its energy above the lowest of the compared OMol25 structures with the same formula, charge and spin is 12.1 kcal/mol. Its multiplicity is 2.

XYZ file:
```
49
C18H20BF2FeN4O2S ωB97M-V with the def2-TZVPD basis set
Fe 0.01 0.64 -0.35
S 0.40 0.83 -2.70
F 1.16 -2.00 -1.55
F 3.01 -0.85 -2.21
O 1.91 -0.24 -0.20
O -0.78 -0.96 0.59
N -0.36 -0.53 -4.84
N -1.73 1.48 -0.29
N -1.37 -1.14 -2.88
N 0.66 2.28 0.38
C 4.21 -0.36 0.40
C 5.34 1.48 1.43
C -0.50 -0.37 -3.52
C -2.22 -2.78 0.18
C 2.98 1.69 0.83
C 5.36 0.18 0.94
C -4.55 -2.39 -0.37
C -3.04 -0.52 -0.04
C -1.95 -1.39 0.27
C -2.86 0.93 -0.10
C -0.42 3.25 0.62
C -1.57 2.92 -0.32
C 4.17 2.21 1.38
C 3.04 0.39 0.32
C -3.48 -3.26 -0.12
C -2.16 -2.20 -3.48
C 1.82 2.56 0.88
C -4.31 -1.04 -0.31
B 1.97 -0.97 -1.38
H -1.45 -1.00 -1.89
H -0.06 4.27 0.48
H 0.38 -0.01 -5.29
H 4.21 -1.38 0.04
H -2.49 3.45 -0.03
H -2.80 -1.81 -4.28
H 6.23 1.92 1.86
H -5.12 -0.34 -0.51
H -1.40 -3.46 0.38
H -0.75 3.14 1.66
H 1.96 3.50 1.41
H -0.78 -1.29 -5.34
H -2.79 -2.62 -2.71
H -3.75 1.55 -0.01
H -5.54 -2.78 -0.58
H -1.52 -2.99 -3.88
H 6.26 -0.41 0.99
H 4.15 3.22 1.77
H -1.29 3.20 -1.34
H -3.64 -4.33 -0.17
```

Entry 6:
# C18H20Br2CaCl3N4OS

A structure of composition C18H20Br2CaCl3N4OS in a non-equilibrium geometry (ωB97M-V with the def2-TZVPD basis set, the OMol25 dataset).

The total charge is -1. The calculation puts the electronic energy at -233928.567 eV. The gap between HOMO and LUMO comes out at 6.02 eV. Its energy above the lowest of the compared OMol25 structures with the same formula, charge and spin is 31.2 kcal/mol.

XYZ file:
```
50
C18H20Br2CaCl3N4OS ωB97M-V with the def2-TZVPD basis set
Br -3.92 -0.76 -0.90
Br -2.68 0.39 -3.59
Ca -0.55 0.55 -0.14
Cl -0.31 -4.29 0.86
Cl -2.53 0.45 2.25
Cl -3.85 -4.07 4.94
S -1.84 3.02 -0.46
O -0.84 -1.36 0.67
N 0.99 0.21 2.63
N -0.20 4.99 -1.15
N 0.83 2.25 0.70
N 0.89 3.42 0.00
C -2.10 -3.99 2.85
C 1.67 1.09 -2.77
C -0.29 3.80 -0.49
C -1.40 -3.35 1.85
C 3.08 -1.60 2.33
C 3.08 -0.40 1.64
C -2.38 -1.28 2.47
C 1.00 -0.94 3.29
C 2.02 -1.88 3.18
C 2.85 0.59 -3.61
C -2.95 -3.26 3.66
C -4.08 -0.64 -2.81
C 1.95 1.73 1.02
C 0.75 1.94 -3.64
C 2.00 0.47 1.81
C -1.50 -1.96 1.60
C 0.87 -0.01 -2.06
C -3.10 -1.90 3.48
H 2.10 1.78 -2.01
H 1.27 2.76 -4.14
H -4.03 -1.65 -3.20
H 1.59 -0.71 -1.59
H 2.48 -0.07 -4.40
H 3.54 0.01 -3.00
H 3.87 -0.15 0.95
H -1.06 5.45 -1.41
H 0.32 1.30 -4.43
H 0.39 -0.61 -2.85
H -1.99 -5.06 3.00
H 3.42 1.41 -4.09
H -3.75 -1.32 4.12
H -0.08 2.36 -3.07
H 2.88 2.18 0.67
H 0.64 5.53 -1.02
H 0.16 -1.14 3.94
H 3.89 -2.30 2.20
H -5.03 -0.17 -3.03
H 1.97 -2.81 3.73
```

Entry 7:
# C18H20BrF4N2O7P2

A cluster of 2 separate species, C18H20BrF4N2O7P2 in total in a non-equilibrium geometry (ωB97M-V with the def2-TZVPD basis set, the OMol25 dataset).

The total charge is +1. The calculation puts the electronic energy at -135788.759 eV. The gap between HOMO and LUMO comes out at 8.05 eV.

XYZ file:
```
54
C18H20BrF4N2O7P2 ωB97M-V with the def2-TZVPD basis set
Br 2.41 -2.21 -2.08
P -3.21 -1.94 1.74
P 2.14 -3.01 0.01
F -3.43 3.06 -4.21
F -2.63 1.51 -5.48
F -1.32 3.04 -4.69
F 2.45 1.00 -0.59
O -1.61 -4.12 0.12
O -2.52 1.66 -2.08
O 1.37 -4.41 -0.29
O -0.30 -4.41 1.90
O -1.28 0.42 -3.49
O -3.50 -1.18 3.14
O -4.10 -1.13 0.65
N 0.16 0.41 1.09
N 0.66 4.60 1.41
C 0.38 1.86 1.21
C 0.81 -1.83 0.60
C -0.87 -3.70 0.93
C 2.51 0.05 0.41
C -2.09 1.42 -3.18
C 4.76 0.20 1.59
C -2.38 2.28 -4.42
C -0.49 -2.23 0.95
C -0.92 -0.43 -2.39
C 0.29 4.02 0.27
C 0.13 2.65 0.11
C -1.48 -1.31 1.31
C 0.76 2.42 2.41
C -1.99 -1.48 -2.16
C 0.89 3.80 2.44
C 3.26 0.57 1.64
C 1.12 -0.46 0.70
C -1.09 0.01 1.36
H -2.93 -1.02 -1.87
H 3.19 1.65 1.70
H 1.19 4.26 3.37
H -2.16 -2.05 -3.07
H 0.09 4.67 -0.57
H 0.94 1.80 3.27
H 5.36 1.10 1.53
H 5.01 -0.39 0.72
H 5.05 -0.38 2.46
H 0.03 -0.90 -2.66
H 2.85 0.09 2.52
H -1.80 0.78 1.63
H -0.03 -5.27 1.55
H -0.19 2.22 -0.83
H -3.52 -0.21 3.10
H -3.68 -0.35 0.27
H -1.69 -2.17 -1.37
H 1.00 -4.41 -1.18
H -0.74 0.18 -1.50
H 3.12 -0.75 0.02
```

Entry 8:
# C18H20Cl2FN2

A cluster of 2 separate species, C18H20Cl2FN2 in total in a non-equilibrium geometry (ωB97M-V with the def2-TZVPD basis set, the OMol25 dataset).

The total charge is +1. The calculation puts the electronic energy at -49725.711 eV. The gap between HOMO and LUMO comes out at 6.86 eV. Its energy above the lowest of the compared OMol25 structures with the same formula, charge and spin is 7.7 kcal/mol.

XYZ file:
```
43
C18H20Cl2FN2 ωB97M-V with the def2-TZVPD basis set
Cl 4.95 -1.71 -0.73
Cl 3.00 2.81 0.43
F 0.69 -2.14 -0.60
N -1.98 -0.87 -0.90
N 4.49 0.83 -0.30
C 6.36 -0.04 0.95
C -1.97 -2.05 -1.75
C 5.41 2.11 1.49
C -4.47 -1.16 -0.52
C -4.31 -2.65 -0.95
C -3.31 -2.71 -2.08
C 4.41 1.88 0.54
C -1.02 2.23 -0.18
C -3.15 -0.55 -0.03
C -0.98 3.26 0.75
C -0.73 0.90 0.17
C -0.26 1.71 2.43
C 0.32 -0.99 -1.38
C -0.29 0.70 1.49
C 6.46 1.18 1.64
C -0.61 3.03 2.08
C -0.83 -0.26 -0.75
C 5.29 -0.17 0.03
H 7.32 1.37 2.29
H -3.72 -2.23 -2.98
H -3.27 0.54 0.03
H -0.05 -0.34 1.77
H 5.31 3.04 2.08
H 1.19 -0.28 -1.45
H 0.02 1.47 3.47
H -5.21 -1.10 0.27
H -5.26 -3.07 -1.25
H -4.86 -0.60 -1.39
H -3.90 -3.20 -0.10
H 0.10 -1.37 -2.41
H -1.36 2.49 -1.18
H -1.31 -2.83 -1.32
H -1.57 -1.75 -2.73
H -1.24 4.31 0.52
H -0.59 3.83 2.86
H -3.08 -3.75 -2.35
H -2.99 -0.92 1.00
H 7.00 -0.92 1.08
```

Entry 9:
# C18H20Cl3GeMoN3Sb2Se4

A structure of composition C18H20Cl3GeMoN3Sb2Se4 in a non-equilibrium geometry (ωB97M-V with the def2-TZVPD basis set, the OMol25 dataset).

The total charge is +1. The calculation puts the electronic energy at -393858.310 eV. The gap between HOMO and LUMO (spin up / spin down) comes out at 5.18 / 4.99 eV. Its multiplicity is 4.

XYZ file:
```
52
C18H20Cl3GeMoN3Sb2Se4 ωB97M-V with the def2-TZVPD basis set
Sb 2.03 0.06 -2.20
Sb 1.50 -4.06 1.01
Mo 0.35 0.05 0.07
Se 0.74 -3.98 3.33
Se 0.26 -2.26 -0.49
Se 0.59 -6.07 -0.11
Se 3.87 -3.59 0.73
Ge 0.70 2.74 0.69
Cl -1.25 3.07 1.60
Cl 1.24 4.69 -0.02
Cl -0.30 1.99 -1.51
N 2.11 -0.28 1.33
N -1.75 -0.08 -0.18
N -0.38 -0.24 1.95
C -0.06 -0.71 4.27
C -2.26 -0.34 3.43
C 3.79 -1.12 -2.46
C 4.45 -0.38 1.84
C -1.72 -0.17 2.17
C 0.43 -0.53 2.99
C 3.40 -0.16 0.98
C -1.42 -0.60 4.50
C 4.18 -0.75 3.15
C 0.96 -0.66 -3.89
C -4.52 -0.06 -0.32
C -2.50 -0.03 0.95
C 1.85 -0.57 2.62
C -3.89 0.02 0.90
C -3.75 -0.24 -1.47
C 2.74 1.91 -2.97
C -2.38 -0.22 -1.35
C 2.86 -0.82 3.54
H 4.67 -0.51 -2.25
H 1.62 -0.58 -4.75
H 3.61 1.72 -3.60
H 0.07 -0.07 -4.07
H -5.60 -0.02 -0.38
H 3.81 -2.01 -1.82
H -1.82 -0.74 5.49
H 3.62 0.12 -0.04
H -1.76 -0.33 -2.23
H 1.96 2.37 -3.57
H 0.69 -1.70 -3.73
H -4.45 0.13 1.81
H -3.32 -0.30 3.57
H 0.61 -0.96 5.08
H 4.97 -0.97 3.85
H 3.81 -1.42 -3.50
H 5.46 -0.29 1.48
H -4.21 -0.37 -2.44
H 2.60 -1.07 4.56
H 3.02 2.59 -2.17
```

Entry 10:
# C18H20Cl3N4O2PtSSi

A structure of composition C18H20Cl3N4O2PtSSi in a non-equilibrium geometry (ωB97M-V with the def2-TZVPD basis set, the OMol25 dataset).

The total charge is -1. The calculation puts the electronic energy at -88580.248 eV. The gap between HOMO and LUMO comes out at 6.68 eV. Its energy above the lowest of the compared OMol25 structures with the same formula, charge and spin is 0.0 kcal/mol.

XYZ file:
```
50
C18H20Cl3N4O2PtSSi ωB97M-V with the def2-TZVPD basis set
Pt 0.43 0.88 0.78
Cl 1.20 4.39 0.15
Cl 1.95 3.23 3.14
Cl -1.12 3.77 2.35
S 2.37 0.16 1.81
Si 0.62 2.97 1.56
O 0.05 -1.31 0.53
O -0.44 1.57 -1.29
N 3.18 1.59 -0.34
N 2.30 -0.58 -0.78
N -1.66 0.50 0.94
N -1.91 -0.72 1.61
C -0.10 -3.88 1.58
C -0.20 -5.18 2.07
C -2.21 -3.33 2.58
C -1.31 -5.55 2.81
C 1.98 -1.55 -2.96
C -1.10 -2.95 1.83
C -0.98 -1.56 1.29
C 3.08 0.69 -2.57
C -1.45 2.34 -1.26
C -2.53 2.25 -0.38
C -2.31 -4.63 3.07
C 2.51 0.47 0.14
C -4.06 0.90 1.11
C 3.42 1.70 -1.61
C -1.50 3.39 -2.35
C 4.06 2.98 -2.07
C 2.49 -0.44 -2.11
C -2.69 1.21 0.58
H 4.43 2.90 -3.09
H 2.38 -2.51 -2.62
H -3.18 -4.91 3.65
H 2.26 -1.39 -4.00
H 1.72 -1.33 -0.42
H -0.50 3.81 -2.47
H 0.59 -5.90 1.87
H -2.21 4.19 -2.12
H 3.25 0.84 -3.63
H -4.78 1.61 0.72
H 0.89 -1.59 -2.88
H 0.77 -3.57 1.01
H -1.40 -6.56 3.20
H -1.79 2.93 -3.30
H 4.89 3.24 -1.40
H -4.35 -0.11 0.83
H -3.34 2.96 -0.49
H -4.05 0.93 2.20
H 3.33 3.78 -2.01
H -2.98 -2.60 2.77
```